No. 1
This record from the OMol25 dataset describes C18H12ClI2N4O5Ti as an isolated structure in a non-equilibrium geometry. The level of theory is ωB97M-V with the def2-TZVPD basis set.

Computed properties:
ΔE to the lowest compared entry with this formula, charge and spin = 102.0 kJ/mol
LUMO energy (spin up / spin down) = 1.1 / 0.8 eV
HOMO-LUMO gap (spin up / spin down) = 5.64 / 6.62 eV

Geometry as ORCA input:
```
! wB97M-V def2-TZVPD RIJCOSX def2/J DEFGRID3
* xyz -1 3
Ti 0.03 0.08 0.30
Cl -0.67 -3.43 6.59
C -0.51 -2.86 4.95
C -0.51 -3.80 3.90
C -0.39 -3.39 2.60
C -0.26 -2.02 2.29
O -0.14 -1.66 1.05
C -0.25 -1.07 3.36
C -0.12 0.31 3.13
O 0.00 0.85 2.01
C -0.38 -1.53 4.69
H -0.61 -4.86 4.13
H -0.39 -4.10 1.79
H -0.11 1.00 3.99
H -0.38 -0.82 5.51
I 1.32 -3.96 -5.99
C 1.80 -2.92 -4.25
C 3.13 -2.64 -3.95
C 3.43 -1.94 -2.80
C 2.44 -1.48 -1.95
C 1.11 -1.77 -2.27
C 0.79 -2.48 -3.41
C 2.87 -0.72 -0.71
O 4.05 -0.68 -0.42
O 1.93 -0.15 -0.03
H 3.91 -2.98 -4.62
H 4.46 -1.72 -2.55
H 0.28 -1.44 -1.66
H -0.25 -2.68 -3.65
N -5.73 -1.32 -1.80
C -5.11 -0.65 -1.07
N -4.50 0.15 -0.21
C -3.22 0.08 -0.15
N -2.06 0.08 0.01
N -0.35 3.26 -2.37
C -0.49 1.91 -2.21
O 0.03 1.41 -1.15
C -1.13 1.15 -3.19
I 0.91 1.01 -5.05
H 0.38 3.67 -1.80
H -0.36 3.58 -3.33
H -1.75 1.64 -3.93
H -1.29 0.10 -3.00
*
```

No. 2
This record from the OMol25 dataset describes a 8-piece molecular cluster, C44H100N4O8 overall in a non-equilibrium geometry. The level of theory is ωB97M-V with the def2-TZVPD basis set.

Computed properties:
LUMO energy (spin up / spin down) = -2.7 / -6.5 eV
HOMO-LUMO gap (spin up / spin down) = 7.17 / 3.35 eV

Geometry as ORCA input:
```
! wB97M-V def2-TZVPD RIJCOSX def2/J DEFGRID3
* xyz 1 2
C -22.61 4.21 -7.07
C -21.56 4.87 -8.01
C -21.96 4.35 -9.38
C -21.29 5.16 -10.50
C -21.76 6.64 -10.39
C -21.41 7.32 -9.04
N -21.80 6.37 -7.95
O -21.47 6.91 -6.69
C -19.93 7.67 -9.10
C -22.18 8.59 -8.94
C -20.13 4.47 -7.64
H -22.53 3.13 -7.13
H -23.61 4.61 -7.26
H -22.34 4.52 -6.06
H -21.68 3.33 -9.64
H -23.05 4.43 -9.44
H -21.58 4.80 -11.49
H -20.23 4.92 -10.40
H -22.82 6.76 -10.61
H -21.25 7.27 -11.12
H -19.55 8.09 -8.17
H -19.23 6.84 -9.20
H -19.73 8.41 -9.87
H -23.26 8.50 -8.80
H -21.70 9.27 -8.23
H -22.13 9.15 -9.88
H -19.84 3.43 -7.81
H -20.07 4.64 -6.56
H -19.45 5.18 -8.11
H -22.32 7.07 -6.28
C -20.65 1.13 -13.16
C -19.46 1.58 -14.03
C -18.76 2.86 -13.45
C -17.67 3.44 -14.31
C -16.58 2.39 -14.49
C -17.11 0.95 -15.07
N -18.32 0.66 -14.32
O -18.76 -0.67 -14.47
C -17.44 0.97 -16.55
C -16.06 -0.20 -14.73
C -20.28 2.01 -15.32
H -21.52 1.77 -12.98
H -20.13 1.10 -12.21
H -21.01 0.17 -13.53
H -19.56 3.56 -13.20
H -18.24 2.64 -12.52
H -17.29 4.37 -13.89
H -18.09 3.71 -15.28
H -15.90 2.40 -13.63
H -16.01 2.88 -15.28
H -17.91 1.88 -16.92
H -16.47 0.83 -17.04
H -18.04 0.13 -16.89
H -16.33 -1.23 -14.93
H -15.11 0.02 -15.22
H -15.78 -0.33 -13.68
H -20.81 1.13 -15.70
H -19.76 2.51 -16.14
H -21.03 2.71 -14.94
H -18.49 -1.15 -13.68
C -24.20 6.21 -15.68
C -24.91 5.19 -14.72
C -24.71 5.52 -13.23
C -25.65 6.56 -12.73
C -27.12 6.21 -13.05
C -27.37 6.01 -14.60
N -26.31 5.09 -15.09
O -26.56 4.69 -16.40
C -28.76 5.22 -14.75
C -27.61 7.37 -15.34
C -24.19 3.84 -14.98
H -23.51 6.74 -15.03
H -24.81 6.98 -16.16
H -23.60 5.63 -16.38
H -24.75 4.56 -12.72
H -23.72 5.90 -12.97
H -25.35 7.54 -13.08
H -25.38 6.68 -11.68
H -27.77 7.02 -12.72
H -27.27 5.33 -12.42
H -28.76 4.33 -14.13
H -29.62 5.73 -14.34
H -29.06 5.00 -15.77
H -28.31 8.14 -15.01
H -26.70 7.96 -15.43
H -28.01 7.16 -16.33
H -24.15 3.56 -16.03
H -24.75 3.06 -14.47
H -23.15 3.96 -14.66
H -26.36 5.51 -16.86
C -11.31 4.72 -16.16
C -12.85 4.61 -16.39
C -13.68 5.52 -15.40
C -13.66 6.93 -15.93
C -14.28 6.94 -17.33
C -13.49 6.21 -18.29
N -13.28 4.84 -17.77
O -12.57 4.04 -18.63
C -14.39 5.98 -19.54
C -12.17 6.96 -18.66
C -13.14 3.07 -16.03
H -10.96 5.71 -16.45
H -10.73 3.92 -16.63
H -11.00 4.72 -15.12
H -14.73 5.23 -15.35
H -13.21 5.62 -14.42
H -12.67 7.39 -15.91
H -14.35 7.55 -15.36
H -14.17 7.99 -17.59
H -15.36 6.80 -17.40
H -13.91 5.63 -20.45
H -15.01 5.10 -19.36
H -15.09 6.79 -19.71
H -11.66 7.49 -17.85
H -11.42 6.21 -18.91
H -12.14 7.57 -19.56
H -14.05 2.63 -16.45
H -13.06 3.02 -14.94
H -12.47 2.36 -16.51
H -13.25 3.45 -18.97
C -13.27 -0.54 -18.00
C -14.12 -0.96 -19.18
O -14.76 0.25 -19.49
H -12.37 -0.04 -18.37
H -12.94 -1.44 -17.48
H -13.78 0.11 -17.29
H -14.92 -1.61 -18.84
H -13.59 -1.42 -20.02
H -15.27 0.12 -20.29
C -14.26 -4.73 -15.39
C -15.66 -4.64 -14.76
O -16.37 -5.72 -15.32
H -13.71 -5.62 -15.06
H -13.71 -3.90 -14.95
H -14.24 -4.59 -16.47
H -16.05 -3.65 -14.99
H -15.68 -4.68 -13.67
H -17.22 -5.58 -14.92
C -15.04 -2.25 -11.01
C -14.75 -1.19 -9.86
O -13.82 -1.79 -9.01
H -15.41 -3.20 -10.63
H -14.17 -2.54 -11.60
H -15.70 -1.80 -11.76
H -15.63 -1.01 -9.24
H -14.42 -0.19 -10.15
H -14.26 -1.92 -8.16
C -17.95 -0.41 -19.81
C -17.71 -0.79 -21.16
O -16.30 -0.93 -21.37
H -17.51 0.57 -19.64
H -17.45 -1.07 -19.10
H -19.00 -0.38 -19.53
H -18.20 -0.08 -21.83
H -18.15 -1.78 -21.20
H -16.19 -1.62 -22.03
*
```

No. 3
This record from the OMol25 dataset describes a 2-piece molecular cluster, C7H7ClN4O2S overall in a non-equilibrium geometry. The level of theory is ωB97M-V with the def2-TZVPD basis set.

Computed properties:
LUMO energy (spin up / spin down) = 0.3 / -3.5 eV
HOMO-LUMO gap (spin up / spin down) = 5.90 / 6.18 eV

Geometry as ORCA input:
```
! wB97M-V def2-TZVPD RIJCOSX def2/J DEFGRID3
* xyz 0 3
C -1.08 -2.68 0.34
C 2.40 1.16 -0.11
C 2.39 0.18 0.89
C 1.53 1.21 -1.22
C 1.36 -0.76 0.80
C 0.49 0.24 -1.18
C 0.41 -0.82 -0.20
N -2.38 -2.88 0.11
N -2.74 -1.97 -0.69
N -1.79 -1.08 -0.87
N -0.78 -1.55 -0.21
O -1.11 2.81 -0.07
O -1.00 0.75 1.25
S -1.54 1.24 0.00
Cl -3.53 1.54 0.19
H -0.39 -3.44 0.95
H 3.07 1.99 0.02
H 3.02 0.09 1.75
H 1.56 1.86 -2.06
H 1.28 -1.39 1.62
H -0.84 3.29 0.65
H -0.34 0.21 -1.96
*
```

No. 4
This record from the OMol25 dataset describes a 2-piece molecular cluster, C4H9N overall in a non-equilibrium geometry. The level of theory is ωB97M-V with the def2-TZVPD basis set.

Computed properties:
ΔE to the lowest compared entry with this formula, charge and spin = 256.8 kJ/mol
LUMO energy = 0.9 eV
SMILES = C=NC.C=C
HOMO-LUMO gap = 9.98 eV

Geometry as ORCA input:
```
! wB97M-V def2-TZVPD RIJCOSX def2/J DEFGRID3
* xyz 0 1
C 2.31 -2.13 1.03
N 1.51 -2.31 2.00
C 0.10 -1.94 1.82
H 3.12 -2.84 0.82
H 2.28 -1.26 0.39
H -0.19 -1.38 2.70
H -0.16 -1.50 0.87
H -0.47 -2.90 1.74
C -1.22 2.07 -1.79
C -1.72 3.27 -2.07
H -1.33 1.56 -0.83
H -0.26 1.85 -2.27
H -2.52 3.66 -1.45
H -1.45 3.83 -2.98
*
```

No. 5
This record from the OMol25 dataset describes one molecule with the formula C22H32N4O3S in a non-equilibrium geometry. The level of theory is ωB97M-V with the def2-TZVPD basis set.

Computed properties:
ΔE to the lowest compared entry with this formula, charge and spin = 97.6 kJ/mol
LUMO energy = -0.1 eV
SMILES = CCCCNC(=S)N(CCN(CC)CC)Cc1cc2cc3c(cc2[nH]c1=O)OCO3
HOMO-LUMO gap = 7.43 eV

Geometry as ORCA input:
```
! wB97M-V def2-TZVPD RIJCOSX def2/J DEFGRID3
* xyz 0 1
C 4.42 4.39 -1.65
C 3.76 3.52 -0.59
C 2.80 4.31 0.30
C 2.15 3.43 1.36
N 1.31 2.44 0.75
C 1.49 1.11 0.88
S 2.65 0.49 1.89
N 0.70 0.28 0.15
C 0.79 -1.15 0.34
C 1.86 -1.80 -0.56
N 2.20 -3.16 -0.23
C 1.11 -4.09 -0.32
C 1.60 -5.51 -0.61
C 3.04 -3.29 0.95
C 4.46 -3.72 0.56
C -0.09 0.72 -0.99
C -1.54 0.92 -0.63
C -2.45 -0.08 -0.66
C -3.81 0.10 -0.28
C -4.74 -0.96 -0.30
C -6.02 -0.68 0.08
C -6.41 0.61 0.48
C -5.53 1.66 0.51
C -4.21 1.39 0.12
N -3.28 2.39 0.12
C -1.96 2.26 -0.23
O -1.23 3.24 -0.20
O -7.73 0.60 0.80
C -8.18 -0.72 0.60
O -7.10 -1.51 0.15
H 3.67 4.85 -2.29
H 5.09 3.81 -2.26
H 4.99 5.19 -1.18
H 4.53 3.06 0.04
H 3.21 2.71 -1.08
H 3.35 5.12 0.79
H 2.02 4.77 -0.32
H 1.54 4.05 2.03
H 2.91 2.92 1.95
H 0.48 2.80 0.28
H 1.05 -1.33 1.39
H -0.20 -1.59 0.15
H 2.77 -1.20 -0.49
H 1.53 -1.77 -1.61
H 0.46 -3.78 -1.15
H 0.49 -4.11 0.60
H 2.19 -5.89 0.22
H 0.76 -6.18 -0.76
H 2.22 -5.50 -1.50
H 3.10 -2.34 1.49
H 2.61 -4.03 1.64
H 5.08 -3.81 1.45
H 4.89 -2.98 -0.10
H 4.44 -4.68 0.05
H -0.02 -0.04 -1.77
H 0.32 1.65 -1.39
H -2.16 -1.07 -0.99
H -4.45 -1.95 -0.60
H -5.84 2.65 0.81
H -3.57 3.32 0.39
H -8.57 -1.13 1.55
H -8.99 -0.73 -0.15
*
```

No. 6
This record from the OMol25 dataset describes a 4-piece molecular cluster, C19H19F26NO9S2 overall. The level of theory is ωB97M-V with the def2-TZVPD basis set.

Computed properties:
LUMO energy = 0.2 eV
SMILES = CC(=O)OCCN(S(=O)(=O)F)S(=O)(=O)F.FC(F)C(F)(F)COC(F)(F)C(F)F.FC(F)C(F)(F)COC(F)(F)C(F)F.FC(F)C(F)(F)COC(F)(F)C(F)F
HOMO-LUMO gap = 11.19 eV

Geometry as ORCA input:
```
! wB97M-V def2-TZVPD RIJCOSX def2/J DEFGRID3
* xyz 0 1
C -0.65 -2.64 1.24
C -1.57 -2.02 0.22
O -1.63 -2.39 -0.92
O -2.31 -0.94 0.61
C -3.00 -1.01 1.86
C -4.25 -1.87 1.71
N -3.94 -3.33 1.82
S -3.99 -3.83 3.42
O -5.30 -4.05 3.89
O -3.08 -3.02 4.14
F -3.32 -5.21 3.19
S -4.62 -4.32 0.60
O -5.49 -3.53 -0.17
O -3.58 -5.10 0.06
F -5.50 -5.28 1.43
H -1.13 -3.52 1.67
H -0.41 -1.96 2.06
H 0.25 -2.96 0.73
H -3.31 0.00 2.09
H -2.35 -1.38 2.65
H -4.64 -1.69 0.71
H -5.01 -1.58 2.43
F 0.59 0.23 -5.97
C 0.75 0.42 -4.65
F 1.89 1.13 -4.46
C 0.90 -0.91 -3.91
F 2.05 -1.51 -4.27
F 1.01 -0.55 -2.59
C -0.27 -1.91 -3.96
O -0.19 -2.95 -4.91
C -0.63 -2.81 -6.19
F -1.29 -1.66 -6.39
F -1.49 -3.83 -6.44
C 0.50 -2.99 -7.22
F 1.51 -2.12 -6.97
F 0.01 -2.73 -8.45
H -0.09 0.99 -4.25
H -0.24 -2.42 -3.00
H -1.22 -1.39 -4.00
H 0.89 -4.01 -7.18
F -3.90 3.14 5.04
C -2.99 4.05 4.65
F -3.36 4.54 3.45
C -1.60 3.41 4.50
F -1.60 2.54 3.47
F -0.78 4.46 4.17
C -0.96 2.78 5.74
O -1.07 1.38 5.89
C -2.13 0.78 6.52
F -2.94 1.67 7.12
F -1.63 -0.03 7.48
C -2.91 -0.14 5.57
F -3.32 0.54 4.47
F -4.00 -0.61 6.21
H -2.96 4.87 5.37
H 0.11 2.94 5.60
H -1.25 3.31 6.65
H -2.28 -0.97 5.26
F 7.48 2.46 -3.01
C 6.68 2.69 -4.07
F 7.34 3.51 -4.92
C 5.38 3.38 -3.64
F 5.64 4.62 -3.20
F 4.66 3.49 -4.80
C 4.47 2.63 -2.66
O 4.55 2.98 -1.29
C 5.44 2.40 -0.44
F 6.07 1.34 -1.00
F 4.74 1.93 0.62
C 6.44 3.41 0.14
F 7.10 4.05 -0.84
F 7.35 2.73 0.89
H 6.47 1.74 -4.57
H 3.46 2.94 -2.94
H 4.52 1.56 -2.81
H 5.92 4.13 0.77
*
```

No. 7
This record from the OMol25 dataset describes an isolated ion of composition ClOS2 and charge -1 in a non-equilibrium geometry. The level of theory is ωB97M-V with the def2-TZVPD basis set.

Computed properties:
ΔE to the lowest compared entry with this formula, charge and spin = 0.0 kJ/mol
LUMO energy (spin up / spin down) = 3.7 / 1.4 eV
HOMO-LUMO gap (spin up / spin down) = 6.15 / 6.28 eV

Geometry as ORCA input:
```
! wB97M-V def2-TZVPD RIJCOSX def2/J DEFGRID3
* xyz -1 3
O 0.37 -1.13 0.18
S 1.21 1.57 0.08
S 0.08 0.13 -0.49
Cl -2.33 0.68 0.04
*
```

No. 8
This record from the OMol25 dataset describes C8H8FO18Zn as an isolated structure in a non-equilibrium geometry. The level of theory is ωB97M-V with the def2-TZVPD basis set.

Computed properties:
ΔE to the lowest compared entry with this formula, charge and spin = 0.0 kJ/mol
LUMO energy = 5.6 eV
HOMO-LUMO gap = 4.97 eV

Geometry as ORCA input:
```
! wB97M-V def2-TZVPD RIJCOSX def2/J DEFGRID3
* xyz -3 1
Zn -0.75 -0.65 0.12
O 2.35 -3.53 -0.83
C 1.15 -3.46 -0.08
O 0.91 -4.46 0.60
O 0.54 -2.37 -0.18
H 2.26 -2.74 -1.38
O -1.48 0.15 -3.88
C -1.72 -0.68 -2.78
O -0.80 -0.66 -1.93
O -2.77 -1.33 -2.82
H -2.28 0.15 -4.41
O -2.37 3.36 0.47
C -2.48 1.99 0.22
O -1.36 1.38 0.26
O -3.59 1.54 -0.03
H -1.41 3.44 0.36
O 0.52 0.17 4.07
C 0.12 -0.95 3.32
O -0.10 -0.74 2.11
O 0.06 -2.01 3.95
H 0.42 -0.18 4.96
O -4.65 -2.38 0.81
C -3.28 -2.52 1.05
O -2.95 -3.49 1.75
O -2.58 -1.63 0.53
H -5.02 -3.08 1.36
C 3.11 3.17 -1.45
C 4.03 2.62 -0.38
O 3.39 1.42 -0.09
C 2.05 1.49 -0.43
O 1.34 0.56 -0.38
O 1.84 2.68 -1.06
F 4.01 3.41 0.76
H 3.31 2.65 -2.39
H 3.10 4.25 -1.56
H 5.06 2.43 -0.66
*
```

No. 9
This record from the OMol25 dataset describes one molecule with the formula C3H3NO in a non-equilibrium geometry. The level of theory is ωB97M-V with the def2-TZVPD basis set.

Computed properties:
ΔE to the lowest compared entry with this formula, charge and spin = 293.1 kJ/mol
LUMO energy (spin up / spin down) = -1.2 / -1.2 eV
HOMO-LUMO gap (spin up / spin down) = 8.02 / 8.01 eV

Geometry as ORCA input:
```
! wB97M-V def2-TZVPD RIJCOSX def2/J DEFGRID3
* xyz 0 1
O -1.04 -0.03 1.33
C -1.16 -0.08 0.07
C -0.02 -0.03 -0.73
C 1.08 0.08 0.14
N 1.07 0.12 1.40
H -2.15 -0.16 -0.41
H 0.03 -0.06 -1.81
H 2.18 0.15 0.02
*
```

No. 10
This record from the OMol25 dataset describes one molecule with the formula C19H19N7O3S in a non-equilibrium geometry. The level of theory is ωB97M-V with the def2-TZVPD basis set.

Computed properties:
LUMO energy = -0.4 eV
SMILES = COCCNS(=O)(=O)c1ccc(Nc2ncc(-c3cnc4cccnn34)cn2)cc1
HOMO-LUMO gap = 7.90 eV

Geometry as ORCA input:
```
! wB97M-V def2-TZVPD RIJCOSX def2/J DEFGRID3
* xyz 0 1
C 4.25 0.35 -6.11
O 4.12 0.88 -4.72
C 2.88 0.70 -4.09
C 3.21 -0.16 -2.77
N 4.22 -1.22 -2.93
S 4.58 -2.27 -1.58
O 5.60 -1.53 -0.73
O 5.19 -3.54 -2.01
C 2.96 -2.57 -0.54
C 2.74 -1.69 0.47
C 1.63 -1.67 1.24
C 0.55 -2.61 0.97
N -0.66 -2.78 1.54
C -1.26 -1.72 2.20
N -0.79 -1.12 3.26
C -1.46 0.01 3.68
C -2.50 0.42 2.96
C -3.18 1.62 3.29
C -3.33 2.17 4.54
N -4.24 3.15 4.56
C -4.69 3.23 3.35
C -5.76 4.14 2.95
C -6.08 4.10 1.60
C -5.32 3.07 0.69
N -4.39 2.26 1.16
N -4.03 2.41 2.49
C -2.89 -0.42 1.98
N -2.29 -1.44 1.51
C 0.85 -3.59 -0.07
C 2.05 -3.61 -0.80
H 3.50 -0.36 -6.36
H 5.31 -0.09 -6.11
H 4.16 1.19 -6.86
H 2.32 1.66 -3.84
H 2.17 0.19 -4.70
H 3.68 0.66 -2.17
H 2.22 -0.38 -2.36
H 5.20 -0.80 -3.18
H 3.45 -0.89 0.65
H 1.42 -0.82 1.95
H -1.33 -3.21 0.88
H -1.20 0.68 4.53
H -2.81 1.78 5.38
H -6.09 5.00 3.57
H -6.79 4.73 1.05
H -5.50 2.91 -0.38
H -3.82 -0.09 1.57
H 0.05 -4.28 -0.13
H 2.06 -4.44 -1.57
*
```

No. 11
This record from the OMol25 dataset describes a 2-piece molecular cluster, C3H8O2 overall in a non-equilibrium geometry. The level of theory is ωB97M-V with the def2-TZVPD basis set.

Computed properties:
ΔE to the lowest compared entry with this formula, charge and spin = 193.8 kJ/mol
LUMO energy = 0.8 eV
SMILES = CC(C)=O.O
HOMO-LUMO gap = 10.45 eV

Geometry as ORCA input:
```
! wB97M-V def2-TZVPD RIJCOSX def2/J DEFGRID3
* xyz 0 1
C 1.07 0.54 -1.52
C -0.01 0.06 -0.62
C 0.41 -0.56 0.64
O -1.21 0.21 -0.84
H 1.09 -0.26 -2.26
H 2.05 0.60 -1.04
H 0.80 1.48 -2.00
H 0.19 0.58 0.88
H -0.21 -1.43 0.92
H 1.42 -0.67 0.99
O -1.69 0.09 1.87
H -1.80 0.13 0.90
H -2.08 -0.75 2.13
*
```

No. 12
This record from the OMol25 dataset describes a 2-piece molecular cluster, C3H9N2O3 overall in a non-equilibrium geometry. The level of theory is ωB97M-V with the def2-TZVPD basis set.

Computed properties:
ΔE to the lowest compared entry with this formula, charge and spin = 19.4 kJ/mol
LUMO energy = 3.7 eV
HOMO-LUMO gap = 8.30 eV

Geometry as ORCA input:
```
! wB97M-V def2-TZVPD RIJCOSX def2/J DEFGRID3
* xyz -1 1
C -0.28 -1.14 0.79
N -1.00 -0.76 -0.41
C -1.33 0.57 -0.69
O -1.13 1.40 0.25
O -1.78 0.82 -1.84
C 1.08 -0.46 0.93
N 2.25 -1.39 0.90
H -0.08 -2.20 0.67
H -0.94 -0.98 1.64
H -1.13 -1.38 -1.19
H 1.26 0.28 0.18
H 1.18 0.05 1.89
H 2.13 -2.17 0.27
H 2.43 -1.79 1.82
H -0.80 3.06 -0.97
H -1.19 2.70 -2.34
O -0.68 3.40 -1.88
*
```